# 1
Formula: C2H2O3
Source: OMol25
Level of theory: ωB97M-V/def2-TZVPD

XYZ file:
```
7
Properties=species:S:1:pos:R:3
C -1.740 -0.377 -0.051
C 1.218 0.135 0.437
O -1.983 0.574 -0.644
O 1.710 -0.086 -0.794
O 1.493 1.203 -0.249
H -2.528 -1.177 0.093
H 1.831 -0.272 1.208
```

- ΔE to the lowest compared entry with this formula, charge and spin: 187.68 kcal per mole
- 2S+1: 1
- Charge: 0
- Orbital gap (spin up / spin down): 8.54 / 9.09 eV



# 2
Formula: C2H2O3S
Source: OMol25
Level of theory: ωB97M-V/def2-TZVPD

XYZ file:
```
8
Properties=species:S:1:pos:R:3
C -1.568 -0.318 -0.905
C -0.907 0.630 -0.316
O 1.817 0.233 2.000
O -2.130 -1.169 -1.433
O 2.069 -0.397 -0.340
S 1.977 -0.811 1.041
H 0.118 0.424 -0.189
H -1.377 1.408 0.142
```

- ΔE to the lowest compared entry with this formula, charge and spin: 48.23 kcal per mole
- 2S+1: 1
- Charge: 0
- Orbital gap: 7.88 eV



# 3
Formula: C2H2O3S
Source: OMol25
Level of theory: ωB97M-V/def2-TZVPD

XYZ file:
```
8
Properties=species:S:1:pos:R:3
C 1.003 0.703 -0.461
C 1.951 1.376 -0.136
O -1.297 0.455 1.419
O -1.279 -2.134 -0.478
O -0.237 0.413 -0.846
S -1.480 0.103 0.044
H 2.927 1.653 0.101
H -1.588 -2.570 0.356
```

- ΔE to the lowest compared entry with this formula, charge and spin: 140.56 kcal per mole
- 2S+1: 1
- Charge: 0
- Orbital gap (spin up / spin down): 8.74 / 8.74 eV



# 4
Formula: C2H2O3S
Source: OMol25
Level of theory: ωB97M-V/def2-TZVPD

XYZ file:
```
8
Properties=species:S:1:pos:R:3
C -0.739 1.814 -0.641
C 0.897 -0.890 0.243
O -1.013 2.766 -0.044
O -0.434 0.906 -1.259
O 1.099 -0.308 1.294
S -0.395 -1.975 -0.023
H 1.469 -0.749 -0.772
H -0.884 -1.564 1.203
```

- ΔE to the lowest compared entry with this formula, charge and spin: 6.51 kcal per mole
- 2S+1: 1
- Charge: 0
- Orbital gap: 10.78 eV
- SMILES: O=C=O.O=CS



# 5
Formula: C2H2O4
Source: OMol25
Level of theory: ωB97M-V/def2-TZVPD

XYZ file:
```
8
Properties=species:S:1:pos:R:3
C -0.647 -0.251 -0.204
C 0.735 0.237 0.172
H -1.704 -1.339 -0.887
H 1.618 1.617 0.899
O -0.710 -1.553 -0.672
O -1.643 0.390 -0.096
O 0.753 1.497 0.612
O 1.598 -0.599 0.175
```

- ΔE to the lowest compared entry with this formula, charge and spin: 26.64 kcal per mole
- 2S+1: 1
- Charge: 0
- Orbital gap: 10.84 eV
- SMILES: O=C(O)C(=O)O



# 6
Formula: C2H2O4P
Source: OMol25
Level of theory: ωB97M-V/def2-TZVPD

XYZ file:
```
9
Properties=species:S:1:pos:R:3
C 0.576 0.619 -1.319
C 0.097 -0.433 -0.452
O 1.308 0.287 -2.245
O 0.087 1.705 -0.883
O 0.242 -1.665 -0.525
O -1.204 -0.607 1.842
P -0.849 0.608 0.746
H -0.788 -1.491 1.663
H 0.531 0.977 1.172
```

- ΔE to the lowest compared entry with this formula, charge and spin: 52.42 kcal per mole
- 2S+1: 1
- Charge: -1
- Orbital gap: 8.49 eV



# 7
Formula: C2H2O6Rb
Source: OMol25
Level of theory: ωB97M-V/def2-TZVPD

XYZ file:
```
11
Properties=species:S:1:pos:R:3
Rb -0.209 -1.267 1.365
O -0.090 -2.212 -1.282
C 0.266 -2.232 -2.627
O -0.433 -1.579 -3.439
O 1.204 -2.977 -3.023
H -0.636 -1.437 -1.617
O -0.285 2.542 3.121
C 0.115 2.535 1.820
O 0.812 3.469 1.380
O -0.213 1.545 1.089
H -0.531 1.612 3.215
```

- ΔE to the lowest compared entry with this formula, charge and spin: 46.89 kcal per mole
- 2S+1: 1
- Charge: -1
- Orbital gap: 5.90 eV



# 8
Formula: C2H2OS2
Source: OMol25
Level of theory: ωB97M-V/def2-TZVPD

XYZ file:
```
7
Properties=species:S:1:pos:R:3
C -1.851 -0.708 -0.014
C 1.105 0.420 0.543
O 2.370 0.464 0.366
S -1.874 0.854 0.319
S 0.118 1.543 -0.279
H -2.793 -1.206 0.176
H 2.761 1.125 -0.244
```

- ΔE to the lowest compared entry with this formula, charge and spin: 105.56 kcal per mole
- 2S+1: 1
- Charge: 0
- Orbital gap: 8.15 eV
- SMILES: C#S#S#CO



# 9
Formula: C2H2OS3
Source: OMol25
Level of theory: ωB97M-V/def2-TZVPD

XYZ file:
```
8
Properties=species:S:1:pos:R:3
C -0.726 -0.639 -0.222
C 0.552 0.154 -0.011
H -1.958 1.238 0.754
H 2.450 0.253 -0.409
O -0.594 -1.773 -0.316
S -2.261 -0.054 0.126
S 1.910 -0.978 0.187
S 0.628 1.798 -0.108
```

- ΔE to the lowest compared entry with this formula, charge and spin: 34.43 kcal per mole
- 2S+1: 1
- Charge: 0
- Orbital gap: 7.74 eV
- SMILES: O=C(S)C(=S)S



# 10
Formula: C2H2OS4
Source: OMol25
Level of theory: ωB97M-V/def2-TZVPD

XYZ file:
```
9
Properties=species:S:1:pos:R:3
C 1.063 0.126 -0.006
C -1.207 0.105 -0.392
O 0.169 0.303 -0.901
S 2.542 -0.623 -0.637
S 1.186 -1.608 0.466
S -1.559 1.353 0.884
S -1.509 -0.754 1.127
H 1.235 1.011 0.709
H -1.919 0.088 -1.249
```

- ΔE to the lowest compared entry with this formula, charge and spin: 35.85 kcal per mole
- 2S+1: 1
- Charge: 0
- Orbital gap: 7.47 eV
- SMILES: O(C1SS1)C1SS1



# 11
Formula: C2H2OTm
Source: OMol25
Level of theory: ωB97M-V/def2-TZVPD

XYZ file:
```
6
Properties=species:S:1:pos:R:3
C -0.952 0.687 -0.031
C -0.776 -0.592 -0.001
H -1.786 1.401 -0.030
H -1.386 -1.503 0.072
O 3.392 -0.372 -0.023
Tm 1.509 0.379 0.013
```

- 2S+1: 4
- Charge: 0
- Orbital gap (spin up / spin down): 6.40 / 6.84 eV



# 12
Formula: C2H2P2S2
Source: OMol25
Level of theory: ωB97M-V/def2-TZVPD

XYZ file:
```
8
Properties=species:S:1:pos:R:3
C 0.127 0.808 1.353
C -0.476 0.787 -1.342
P 1.050 -0.499 1.056
P 0.127 -0.798 -0.913
S -1.150 -2.163 -0.655
S -0.538 1.789 0.002
H -0.277 1.222 2.279
H 1.136 -1.146 -1.780
```

- ΔE to the lowest compared entry with this formula, charge and spin: 79.68 kcal per mole
- 2S+1: 1
- Charge: 0
- Orbital gap: 7.15 eV



# 13
Formula: C2H2S4
Source: OMol25
Level of theory: ωB97M-V/def2-TZVPD

XYZ file:
```
8
Properties=species:S:1:pos:R:3
C 0.886 0.240 0.052
C -0.573 -0.186 -0.065
H 0.645 -1.971 0.402
H -1.300 2.226 -0.078
S 1.845 -1.293 -0.238
S 1.392 1.747 0.056
S -1.806 1.064 -0.198
S -1.090 -1.829 0.069
```

- ΔE to the lowest compared entry with this formula, charge and spin: 31.89 kcal per mole
- 2S+1: 1
- Charge: 0
- Orbital gap: 6.43 eV



# 14
Formula: C2H2S5
Source: OMol25
Level of theory: ωB97M-V/def2-TZVPD

XYZ file:
```
9
Properties=species:S:1:pos:R:3
C -0.841 -0.766 0.018
C -0.895 0.809 -0.040
S -2.392 -1.580 -0.149
S -2.467 1.493 -0.434
S -3.531 0.016 0.524
S 0.654 -1.613 0.228
S 0.545 1.750 0.172
H 0.082 -2.793 0.496
H 0.035 2.864 -0.355
```

- ΔE to the lowest compared entry with this formula, charge and spin: 22.08 kcal per mole
- 2S+1: 1
- Charge: 0
- Orbital gap (spin up / spin down): 6.99 / 6.99 eV
- SMILES: SC1=C(S)SSS1



# 15
Formula: C2H30N2O13
Source: OMol25
Level of theory: ωB97M-V/def2-TZVPD

XYZ file:
```
47
Properties=species:S:1:pos:R:3
C -0.702 0.135 3.000
N -0.715 0.399 1.556
C 0.440 0.170 0.872
N 0.506 0.753 -0.365
O 1.464 -0.372 1.314
H -1.692 -0.203 3.283
H -0.474 1.063 3.537
H 0.109 -0.540 3.249
H -1.315 1.032 1.063
H -0.369 0.839 -0.860
H 1.324 0.590 -0.932
H -2.051 2.119 -1.824
H -3.332 1.153 -1.924
O -2.516 1.348 -1.497
H 2.983 3.294 -0.303
H 1.618 2.760 0.028
O 2.050 3.483 -0.413
H 0.797 1.122 -3.529
H 0.601 2.075 -2.297
O 0.327 1.893 -3.201
H 4.116 1.386 1.114
H 2.675 0.795 1.036
O 3.366 1.269 0.531
H 1.636 -3.130 2.806
H 1.880 -1.677 2.613
O 1.586 -2.311 3.296
H 0.505 -3.009 0.758
H 1.759 -2.171 0.539
O 1.409 -3.064 0.415
H -0.662 -4.002 -0.709
H -1.191 -2.513 -1.057
O -1.030 -3.182 -0.386
H 3.138 -1.959 -2.878
H 2.989 -2.193 -1.461
O 3.295 -1.502 -2.042
H -2.444 -1.321 1.537
H -2.301 -2.673 0.740
O -2.916 -2.095 1.225
H -2.909 0.535 0.390
H -4.061 -0.160 1.146
O -3.723 0.693 0.866
H -2.214 -0.947 -1.694
H -1.335 -0.158 -2.589
O -1.553 -1.074 -2.375
H 0.381 3.893 -1.632
H -0.972 4.007 -1.164
O -0.477 3.450 -1.783
```

- ΔE to the lowest compared entry with this formula, charge and spin: 7.86 kcal per mole
- 2S+1: 1
- Charge: 0
- Orbital gap: 10.72 eV



# 16
Formula: C2H30O13
Source: OMol25
Level of theory: ωB97M-V/def2-TZVPD

XYZ file:
```
45
Properties=species:S:1:pos:R:3
C -3.481 1.679 -1.584
O -2.314 0.802 -1.685
H -3.422 2.086 -0.574
H -3.466 2.384 -2.415
H -4.412 1.134 -1.737
H -2.359 0.173 -0.961
C 0.721 -0.011 -0.352
O 0.484 -1.441 -0.549
H 0.677 0.619 -1.240
H -0.024 0.442 0.302
H 1.645 0.132 0.207
H -0.295 -1.410 -1.109
O 2.071 -3.282 -2.199
H 2.835 -3.034 -2.719
H 1.755 -2.458 -1.828
O 1.484 -0.800 2.701
H 1.185 -1.689 2.511
H 0.681 -0.284 2.763
O -1.113 2.655 1.659
H -1.281 1.865 2.173
H -0.587 3.210 2.236
O 2.384 2.636 2.072
H 3.163 2.970 1.627
H 2.313 1.727 1.782
O 0.586 -3.104 1.949
H 0.950 -3.987 1.882
H 0.286 -2.901 1.063
O 1.151 3.380 -3.581
H 1.047 2.969 -2.723
H 0.731 4.235 -3.490
O 0.116 2.979 -0.972
H -0.418 2.221 -0.732
H -0.154 3.665 -0.361
O -2.383 -3.179 0.187
H -2.091 -2.870 -0.671
H -1.755 -3.861 0.423
O -1.528 -2.177 -2.318
H -1.864 -2.870 -2.887
H -1.362 -1.441 -2.907
O 4.103 -0.841 1.400
H 4.639 -1.174 2.119
H 3.202 -0.941 1.707
O -1.082 0.246 2.867
H -1.577 -0.288 2.246
H -1.241 -0.164 3.717
```

- ΔE to the lowest compared entry with this formula, charge and spin: 36.90 kcal per mole
- 2S+1: 1
- Charge: 0
- Orbital gap: 10.49 eV



# 17
Formula: C2H33O15
Source: OMol25
Level of theory: ωB97M-V/def2-TZVPD

XYZ file:
```
50
Properties=species:S:1:pos:R:3
C 2.125 0.018 0.299
C 0.697 0.415 0.364
O -0.116 -0.629 0.845
H 2.223 -0.958 -0.190
H 2.593 0.124 1.316
H 2.683 0.689 -0.426
H 0.289 0.762 -0.546
H 0.582 1.200 1.069
O -1.581 2.338 -1.538
H -2.544 2.367 -1.658
H -1.453 1.380 -1.326
O -0.106 -2.537 -0.822
H 0.191 -3.350 -0.494
H -0.015 -1.890 -0.130
O -2.468 -3.625 0.107
H -3.175 -3.471 -0.451
H -1.937 -2.826 0.047
O -2.663 -0.485 -0.330
H -1.878 -0.236 0.150
H -3.346 0.053 0.129
O -0.757 2.783 3.411
H 0.081 2.663 3.036
H -1.270 2.129 2.922
O -0.364 -2.400 2.883
H -0.192 -1.827 2.121
H -0.392 -1.831 3.628
O 1.711 3.243 0.885
H 1.763 2.313 0.780
H 0.779 3.419 0.782
O 1.742 2.442 -2.396
H 2.579 2.459 -1.952
H 1.205 3.176 -2.160
O 0.980 -0.078 -2.710
H 1.146 -0.391 -1.839
H 1.132 0.916 -2.753
O -1.995 0.791 2.214
H -1.272 0.178 1.923
H -2.345 0.542 3.069
O -1.651 -0.823 -2.916
H -1.845 -0.620 -1.998
H -0.673 -0.655 -2.913
O 2.800 -2.987 -1.671
H 1.965 -3.170 -2.058
H 3.045 -2.151 -2.067
O 1.642 -3.984 0.845
H 2.211 -3.762 0.097
H 1.788 -3.270 1.432
O -1.010 3.969 0.420
H -1.159 3.258 -0.220
H -1.755 4.329 0.779
```

- ΔE to the lowest compared entry with this formula, charge and spin: 24.95 kcal per mole
- 2S+1: 1
- Charge: -1
- Orbital gap: 8.68 eV



# 18
Formula: C2H34NO13S2
Source: OMol25
Level of theory: ωB97M-V/def2-TZVPD

XYZ file:
```
52
Properties=species:S:1:pos:R:3
N 1.292 2.836 0.762
C 0.676 4.073 0.142
C -0.707 4.474 0.708
S -0.918 3.928 2.428
S 0.903 1.907 -4.370
H 2.195 3.103 1.132
H 1.235 2.090 0.062
H 0.760 2.515 1.588
H 0.515 3.704 -0.849
H 1.307 4.946 0.238
H -0.770 5.552 0.645
H -1.593 4.167 0.167
H 1.167 1.983 -3.053
H 2.941 1.346 -1.891
H 1.757 0.310 -1.532
O 2.191 1.189 -1.314
H -1.958 -0.137 5.191
H -2.324 -1.297 4.186
O -1.760 -0.523 4.335
H -1.565 -2.188 2.447
H -2.736 -2.872 1.851
O -2.392 -2.607 2.711
H -0.947 0.206 2.576
H -0.490 0.214 1.110
O -0.695 0.795 1.851
H -0.619 -4.378 2.558
H 0.718 -3.704 3.020
O 0.193 -3.960 2.257
H -2.616 -1.393 -3.595
H -1.752 -2.448 -2.995
O -1.862 -1.490 -2.994
H 4.267 -2.161 -1.499
H 3.062 -2.707 -0.822
O 3.459 -1.861 -1.065
H -1.620 2.812 2.192
H 0.191 -0.157 -3.788
O -0.154 0.626 -4.235
H -0.993 -2.655 -0.422
H -2.330 -1.934 -0.623
O -1.658 -2.127 0.042
H 0.434 -4.675 -1.077
H 0.884 -4.016 0.210
O 0.733 -3.818 -0.730
H -1.951 2.617 -1.583
H -1.416 2.980 -2.945
O -1.355 3.240 -2.011
H 1.224 -1.682 -1.400
H 0.001 -0.878 -1.290
O 0.807 -0.918 -1.827
H 2.149 -1.393 1.034
H 0.938 -2.220 1.467
O 1.186 -1.412 1.001
```

- ΔE to the lowest compared entry with this formula, charge and spin: 0.54 kcal per mole
- 2S+1: 1
- Charge: +1
- Orbital gap: 8.36 eV



# 19
Formula: C2H35NO15
Source: OMol25
Level of theory: ωB97M-V/def2-TZVPD

XYZ file:
```
53
Properties=species:S:1:pos:R:3
C -0.608 3.268 -1.285
N -0.344 1.861 -1.470
C -0.015 1.163 -0.253
O -0.425 -0.211 -0.260
H -1.196 3.460 -0.394
H -1.202 3.597 -2.139
H 0.369 3.772 -1.232
H 0.303 1.626 -2.255
H 1.012 1.199 0.112
H -0.668 1.554 0.534
H -1.044 -0.372 -0.973
H 1.883 1.259 -4.479
H 0.812 0.557 -3.880
O 1.269 1.421 -3.758
H -0.098 0.329 4.359
H 0.367 -1.058 4.820
O -0.451 -0.534 4.788
H -4.116 0.755 3.259
H -2.807 0.258 2.639
O -3.706 0.471 2.387
H 1.181 -3.514 -2.271
H 2.039 -3.262 -0.968
O 2.089 -3.325 -1.921
H 2.172 0.555 -2.429
H 2.372 -0.915 -1.779
O 2.492 0.013 -1.639
H 0.839 -1.494 -4.838
H 2.064 -1.622 -3.946
O 1.510 -0.977 -4.418
H 1.072 -2.243 1.128
H 0.586 -1.726 -0.142
O 0.815 -2.589 0.244
H -1.069 -1.793 2.291
H -1.203 -0.751 1.307
O -1.761 -1.381 1.763
H 3.782 -0.030 -0.243
H 4.735 -1.331 -0.129
O 4.285 -0.626 0.365
H -2.901 1.978 2.548
H -2.957 3.298 2.038
O -2.355 2.823 2.602
H -0.620 2.601 4.188
H -0.369 2.170 2.775
O -0.089 2.023 3.636
H -1.624 -2.576 -2.144
H -2.176 -1.153 -2.404
O -1.356 -1.634 -2.255
H 1.829 -0.568 2.227
H 3.256 -0.913 1.800
O 2.509 -1.204 2.368
H -3.253 -2.110 -0.231
H -3.586 -0.838 0.407
O -3.648 -1.262 -0.451
```

- ΔE to the lowest compared entry with this formula, charge and spin: 0.00 kcal per mole
- 2S+1: 2
- Charge: +1
- Orbital gap (spin up / spin down): 10.12 / 4.77 eV